Below is a structure of composition C13H21FNO5P, with properties calculated with ωB97M-V/def2-TZVPD.

Each line ends with the Löwdin charge.
Atoms and positions in Å:
C  2.72  -0.55  2.32  -0.08
C  1.22  -0.42  2.56  -0.28
O  0.70  -1.54  3.28  -0.22
P  -0.82  -2.03  3.03  0.58
C  -1.77  -1.45  4.46  -0.04
C  -2.91  -0.51  4.27  -0.45
O  -3.89  -0.39  5.03  0.08
O  -2.70  0.35  3.21  -0.05
C  -3.84  0.49  2.32  -0.23
C  -4.15  -0.73  1.47  -0.08
O  -1.30  -1.82  1.63  -0.27
O  -0.56  -3.57  3.42  -0.21
C  -1.34  -4.52  2.68  -0.29
C  -0.72  -5.90  2.81  -0.08
H  3.04  0.38  1.82  0.08
H  3.28  -0.67  3.26  0.07
H  2.96  -1.39  1.65  0.08
H  0.98  0.46  3.15  0.12
H  0.73  -0.35  1.57  0.11
H  -1.92  -2.16  5.27  0.12
H  -4.72  0.74  2.91  0.11
H  -3.60  1.35  1.69  0.12
H  -4.59  -0.33  0.51  0.09
H  -3.23  -1.35  1.28  0.06
H  -4.96  -1.31  2.00  0.09
H  -2.37  -4.52  3.06  0.12
H  -1.34  -4.22  1.62  0.11
H  -1.37  -6.62  2.29  0.08
H  0.26  -5.91  2.32  0.08
H  -0.62  -6.22  3.86  0.08
F  -0.50  -0.48  5.16  -0.15
N  0.37  -0.15  6.63  0.00
C  -0.31  0.41  7.61  -0.06
C  0.36  0.79  8.80  -0.05
C  1.71  0.49  8.96  -0.09
C  2.31  -0.30  7.99  -0.05
C  1.58  -0.65  6.81  -0.06
H  -1.37  0.57  7.43  0.12
H  -0.16  1.35  9.58  0.10
H  2.28  0.86  9.83  0.12
H  3.34  -0.61  8.12  0.10
H  1.95  -1.30  6.03  0.12

**Net charge**: 0
**2S+1**: 1
**HOMO level**: -7.906 eV
**F_max**: 0.13241 hartree/bohr
**E_LUMO**: -0.1516 eV
**ΔE to the lowest compared entry with this formula, charge and spin**: 0.0000 eV

=====

Below is the ion C8H16BBrClO5S with charge -1, with properties calculated with ωB97M-V/def2-TZVPD.

Each line ends with the Löwdin charge.
Atoms and positions in Å:
O  1.88  -2.56  1.93  0.14
C  2.70  -2.60  1.11  -0.39
O  3.45  -1.50  0.76  -0.07
C  3.21  -1.13  -0.62  -0.20
C  3.23  0.40  -0.85  -0.18
C  1.85  1.11  -0.60  -0.22
C  1.28  0.75  0.80  -0.27
B  0.08  1.71  1.30  -1.45
Cl  0.59  3.51  1.49  0.44
Br  -0.46  1.02  3.18  0.48
C  -1.26  1.67  0.38  -0.28
C  -1.72  0.21  0.01  -0.24
C  -3.29  0.24  -0.04  -0.21
S  -4.01  -0.76  -1.38  0.62
O  -3.03  -1.41  -2.21  -0.31
O  -4.87  0.08  -2.17  -0.32
O  -4.98  -1.92  -0.73  -0.18
H  2.96  -3.55  0.59  0.15
H  4.07  -1.55  -1.19  0.11
H  2.30  -1.61  -1.05  0.13
H  3.97  0.82  -0.14  0.12
H  3.61  0.65  -1.86  0.11
H  1.15  0.87  -1.43  0.11
H  2.06  2.20  -0.70  0.09
H  2.11  0.86  1.53  0.10
H  1.01  -0.32  0.80  0.08
H  -2.08  2.10  1.00  0.07
H  -1.13  2.28  -0.54  0.10
H  -1.32  -0.10  -0.98  0.10
H  -1.40  -0.51  0.78  0.09
H  -3.69  -0.10  0.93  0.11
H  -3.60  1.28  -0.25  0.10
H  -4.66  -2.14  0.16  0.08

**Net charge**: -1
**2S+1**: 1
**HOMO level**: -5.528 eV
**F_max**: 0.05401 hartree/bohr
**E_LUMO**: 2.5316 eV

=====

Below is a cluster of 9 separate species, C5H27NO9S in total, with properties calculated with ωB97M-V/def2-TZVPD.

Each line ends with the Löwdin charge.
Atoms and positions in Å:
C  0.77  0.54  -1.93  -0.07
C  0.33  -0.18  -0.67  -0.26
N  -0.61  0.67  0.10  -0.02
C  -1.45  -0.09  1.05  -0.37
C  -2.29  0.83  1.98  -0.20
O  -2.19  2.01  1.82  0.09
C  -0.87  -1.23  1.85  -0.55
S  -1.75  -2.74  2.38  0.70
H  0.09  0.53  -2.78  0.06
H  1.69  0.23  -2.42  0.09
H  1.07  1.54  -1.75  0.02
H  1.19  -0.46  -0.07  0.07
H  -0.17  -1.10  -1.09  0.09
H  0.00  1.27  0.65  0.11
H  -2.25  -0.43  0.33  0.15
H  -3.04  0.19  2.44  0.12
H  0.15  -1.54  1.43  0.05
H  -0.56  -0.76  2.82  0.06
H  -2.82  -2.76  1.51  -0.13
O  2.69  -1.01  1.29  -0.06
H  3.44  -0.88  0.69  0.07
H  2.81  -1.98  1.33  0.06
O  -1.61  2.78  -1.78  -0.08
H  -2.54  2.93  -1.54  0.04
H  -1.50  1.95  -1.26  0.00
O  3.67  2.22  1.87  -0.07
H  3.24  1.35  1.98  -0.01
H  2.92  2.78  2.12  0.03
O  -2.18  -0.32  -3.44  -0.05
H  -1.54  0.11  -2.86  -0.01
H  -2.59  0.44  -3.87  0.06
O  1.62  0.72  3.12  -0.06
H  1.81  -0.18  3.38  0.04
H  1.36  0.76  2.18  0.01
O  0.95  -3.44  0.14  -0.06
H  0.14  -3.21  -0.33  0.00
H  0.72  -4.34  0.42  0.05
O  -1.65  -2.34  -1.56  -0.08
H  -1.77  -3.30  -1.69  0.07
H  -2.14  -2.15  -2.38  0.04
O  1.90  3.79  -1.93  -0.06
H  0.95  3.81  -2.09  0.03
H  2.01  2.97  -1.45  0.00

**Net charge**: 0
**2S+1**: 1
**SMILES**: CCN[C@H](C=O)CS.O.O.O.O.O.O.O.O
**HOMO level**: -9.359 eV
**F_max**: 0.07969 hartree/bohr
**E_LUMO**: -0.0902 eV
**ΔE to the lowest compared entry with this formula, charge and spin**: 2.7094 eV

=====

Below is a structure of composition C20H42F18MgN3O19S6, with properties calculated with ωB97M-V/def2-TZVPD.

Each line ends with the Löwdin charge.
Atoms and positions in Å:
Mg  -2.03  1.49  -2.05  0.76
C  -1.99  -1.91  -4.19  -0.57
F  -1.49  -2.61  -5.24  0.14
F  -3.32  -2.03  -4.06  0.11
F  -1.45  -2.25  -3.01  0.15
S  -1.59  -0.07  -4.63  0.74
O  -0.22  -0.01  -4.15  -0.28
O  -1.68  0.12  -6.09  -0.27
N  -2.70  0.91  -3.67  -0.38
S  -3.99  0.97  -4.63  0.67
O  -4.24  -0.14  -5.61  -0.30
O  -5.17  1.26  -3.84  -0.29
C  -3.49  2.61  -5.68  -0.61
F  -4.57  3.41  -5.61  0.12
F  -2.42  3.22  -5.21  0.14
F  -3.23  2.30  -6.94  0.15
C  8.26  -3.16  -2.19  -0.65
F  8.33  -4.41  -1.92  0.17
F  9.31  -2.79  -2.95  0.12
F  7.08  -2.87  -2.84  0.09
S  8.31  -2.25  -0.49  0.72
O  9.37  -2.89  0.29  -0.34
O  8.44  -0.81  -0.80  -0.34
N  6.81  -2.77  0.28  -0.28
S  5.74  -1.73  -0.13  0.51
O  5.89  -0.98  -1.37  -0.34
O  4.47  -2.42  0.03  -0.33
C  5.77  -0.34  1.21  -0.58
F  7.02  -0.06  1.65  0.10
F  5.16  0.82  0.84  0.09
F  5.08  -0.79  2.29  0.08
C  1.26  -0.35  -0.94  -0.50
F  1.58  0.40  -2.06  0.10
F  0.76  -1.58  -1.38  0.10
F  2.32  -0.53  -0.16  0.18
S  -0.08  0.57  0.08  0.79
O  0.11  0.24  1.51  -0.25
O  0.25  1.98  -0.16  -0.31
N  -1.66  0.20  -0.77  -0.35
S  -2.27  -0.75  0.30  0.59
O  -1.48  -1.93  0.67  -0.29
O  -2.72  0.03  1.44  -0.30
C  -3.83  -1.57  -0.46  -0.61
F  -4.58  -0.59  -1.02  0.12
F  -3.37  -2.33  -1.41  0.15
F  -4.43  -2.31  0.51  0.15
C  -7.22  -2.91  -3.69  -0.08
C  -6.85  -1.52  -3.11  -0.30
O  -7.95  -0.67  -2.69  -0.06
H  -7.83  -2.90  -4.59  0.06
H  -7.85  -3.41  -2.95  0.07
H  -6.36  -3.52  -3.95  0.07
H  -6.19  -1.04  -3.83  0.07
H  -6.13  -1.69  -2.31  0.08
H  -8.48  -0.59  -3.49  0.08
C  3.27  4.68  1.75  -0.05
C  1.77  4.35  1.40  -0.27
O  1.16  3.95  2.64  -0.09
H  3.77  4.75  0.78  0.06
H  3.76  3.91  2.35  0.08
H  3.38  5.73  2.02  0.06
H  1.73  3.53  0.68  0.07
H  1.25  5.04  0.73  0.10
H  0.29  3.58  2.42  0.04
C  -2.22  4.92  2.92  -0.08
C  -2.52  3.45  3.13  -0.33
O  -1.33  2.73  3.32  -0.07
H  -1.30  5.26  3.41  0.08
H  -3.12  5.46  3.19  0.08
H  -1.97  5.09  1.87  0.06
H  -3.03  3.16  2.21  0.10
H  -3.22  3.32  3.95  0.11
H  -1.57  1.81  3.19  0.08
C  0.39  3.97  -4.35  -0.06
C  -0.45  3.99  -3.10  -0.23
O  -0.49  2.60  -2.74  -0.17
H  1.37  3.52  -4.16  0.09
H  0.66  4.95  -4.74  0.09
H  0.02  3.36  -5.18  0.08
H  -1.42  4.48  -3.20  0.12
H  0.02  4.42  -2.21  0.13
H  0.41  2.31  -2.86  0.09
C  2.16  0.48  5.83  -0.10
C  1.70  1.18  4.58  -0.31
O  2.50  2.34  4.45  -0.08
H  1.40  -0.19  6.25  0.06
H  2.32  1.13  6.69  0.07
H  3.11  -0.06  5.72  0.07
H  0.64  1.43  4.66  0.10
H  1.90  0.55  3.71  0.10
H  2.16  2.93  3.78  0.02
C  1.68  -2.43  2.66  -0.08
C  2.21  -2.53  4.06  -0.30
O  2.16  -3.91  4.51  -0.09
H  0.62  -2.64  2.51  0.06
H  2.13  -3.30  2.17  0.09
H  1.89  -1.55  2.05  0.05
H  1.55  -1.99  4.74  0.09
H  3.20  -2.09  4.18  0.11
H  1.21  -4.05  4.57  0.02
C  -2.12  -5.03  2.52  -0.07
C  -1.02  -5.64  3.37  -0.33
O  -0.56  -4.67  4.21  -0.09
H  -2.63  -5.80  1.94  0.07
H  -1.82  -4.26  1.80  0.06
H  -2.80  -4.48  3.18  0.07
H  -0.14  -5.90  2.78  0.13
H  -1.30  -6.50  3.98  0.11
H  -1.21  -4.39  4.86  0.11

**Net charge**: -1
**2S+1**: 1
**HOMO level**: -6.982 eV
**F_max**: 0.14059 hartree/bohr
**E_LUMO**: -0.3610 eV
**ΔE to the lowest compared entry with this formula, charge and spin**: 0.3989 eV

=====

Below is an isolated molecule of C2H3Cl2FS, with properties calculated with ωB97M-V/def2-TZVPD.

Each line ends with the Löwdin charge.
Atoms and positions in Å:
F  -0.30  -0.14  1.47  -0.11
C  -0.48  -0.04  0.10  -1.10
Cl  -0.49  1.87  -0.19  0.51
Cl  -1.95  -1.04  -0.27  0.64
C  0.75  -0.76  -0.52  -0.68
S  2.39  -0.31  -0.14  0.71
H  0.57  -1.83  -0.30  0.08
H  0.97  -0.41  -1.48  0.01
H  2.79  -1.03  1.08  -0.05

**Net charge**: 0
**2S+1**: 1
**SMILES**: FC(Cl)(Cl)CS
**HOMO level**: -9.693 eV
**F_max**: 0.08236 hartree/bohr
**E_LUMO**: 0.0906 eV
**ΔE to the lowest compared entry with this formula, charge and spin**: 1.2284 eV

=====

Below is an isolated molecule of C3H5NO2, with properties calculated with ωB97M-V/def2-TZVPD.

Each line ends with the Löwdin charge.
Atoms and positions in Å:
H  -0.62  -1.07  -1.94  0.08
N  -0.12  -1.43  -1.12  0.19
C  -0.18  -0.61  -0.16  -0.46
C  0.44  -0.82  1.18  -0.01
O  -0.94  0.58  -0.25  0.02
C  -0.27  1.69  -0.65  -0.33
O  0.88  1.73  -0.95  0.09
H  -0.33  -0.79  1.96  0.09
H  1.17  -0.03  1.38  0.09
H  0.94  -1.79  1.19  0.09
H  -0.97  2.54  -0.64  0.15

**Net charge**: 0
**2S+1**: 1
**SMILES**: [H]/N=C(/C)OC=O
**HOMO level**: -10.838 eV
**F_max**: 0.01064 hartree/bohr
**E_LUMO**: 0.8535 eV
**ΔE to the lowest compared entry with this formula, charge and spin**: 0.8289 eV